A molecular structure, C32H36N8S3SbSiTb at a distorted geometry. Source: the OMol25 dataset; level of theory: wB97M-V/def2-TZVPD.

Geometry (Å):
Tb: -6.59418 -5.05764 18.19316
C: -6.70144 -6.54422 14.59180
C: -5.48840 -6.92720 15.41208
C: -4.30514 -7.37016 14.79193
C: -3.18686 -7.74934 15.51637
C: -3.24157 -7.63045 16.89144
C: -4.41618 -7.16546 17.47093
N: -5.50554 -6.79962 16.73739
Sb: -4.25070 -7.32897 19.64363
C: -6.25812 -8.05928 19.92099
C: -6.51061 -9.35360 20.35955
C: -7.84280 -9.69250 20.67539
C: -8.80890 -8.69897 20.58339
C: -8.48309 -7.43423 20.12339
C: -9.49083 -6.32776 20.12180
N: -7.23914 -7.15516 19.73319
C: -4.74969 -5.47920 20.67246
C: -3.85530 -5.28048 21.71473
C: -4.03340 -4.20970 22.57775
C: -5.19373 -3.45871 22.44715
C: -6.11696 -3.71858 21.43235
C: -7.41738 -2.98785 21.37248
N: -5.86339 -4.68853 20.52002
H: -6.37184 -5.94797 13.74349
H: -7.38735 -5.92445 15.15552
H: -7.24705 -7.42125 14.21747
H: -4.31905 -7.41392 13.70615
H: -2.32380 -8.15548 15.00114
H: -2.37598 -7.92561 17.47744
H: -5.70491 -10.07560 20.45795
H: -8.11989 -10.67785 20.95174
H: -9.82836 -8.91703 20.87089
H: -10.00266 -6.32374 21.07822
H: -10.25119 -6.47610 19.35067
H: -9.05269 -5.34342 19.97860
H: -3.00473 -5.93676 21.82517
H: -3.32117 -3.97227 23.33519
H: -5.39950 -2.64767 23.12854
H: -7.21858 -1.92168 21.50193
H: -8.06819 -3.31209 22.16838
H: -7.90337 -3.14247 20.41031
C: -2.13785 -4.54561 12.93191
Si: -2.97895 -3.12126 13.89056
C: -1.87860 -1.57439 13.91379
C: -4.69944 -2.76192 13.12983
C: -2.99225 -3.75568 15.72356
C: -1.76098 -4.16334 16.24266
C: -1.63967 -4.50646 17.58205
C: -2.78091 -4.50881 18.36858
N: -3.97930 -4.21834 17.86956
C: -4.08835 -3.78907 16.60829
S: -5.74036 -3.34720 16.20125
H: -2.26732 -4.41630 11.84179
H: -2.55655 -5.52536 13.17104
H: -1.06071 -4.63017 13.05891
H: -1.64465 -1.20342 12.89937
H: -0.94891 -1.82611 14.42608
H: -2.33571 -0.72085 14.45203
H: -4.57362 -2.60446 12.03835
H: -5.18306 -1.88745 13.56571
H: -5.38928 -3.60115 13.26903
H: -0.89324 -4.19616 15.58615
H: -0.67993 -4.76306 18.02262
H: -2.71628 -4.74350 19.42201
N: -6.89948 -1.49367 18.63551
C: -8.09565 -1.99559 18.21079
N: -8.24677 -3.28379 17.95413
C: -9.52768 -3.58862 17.52916
C: -10.35764 -2.49705 17.53306
S: -9.52324 -1.06466 17.98360
C: -9.79222 -4.97252 17.14358
C: -10.97201 -5.49621 16.74836
S: -10.83014 -7.18859 16.42271
C: -9.16005 -7.10734 16.85030
N: -8.73391 -5.89486 17.21328
N: -8.41063 -8.22472 16.86514
H: -6.12013 -1.81984 18.11292
H: -6.87001 -0.50315 18.86134
H: -11.38558 -2.50212 17.23704
H: -11.89417 -4.95615 16.60613
H: -8.82670 -9.11719 16.68179
H: -7.42560 -8.16946 17.07420

Computed properties:
* molar mass: 937.7 g/mol
* highest occupied orbital energy (alpha / beta): -0.466 / -0.466 Eh
* spin multiplicity: 7
* ⟨S²⟩: 12.612
* total charge: +2
* electronic energy: -4227.48092 Eh
* frontier orbital gap (alpha / beta): 6.872 / 7.416 eV

Atomic partial charges in e from the Löwdin method, atoms 1 to 6:
1 Tb 1.47
2 C -0.02
3 C -0.31
4 C 0.01
5 C -0.02
6 C -0.13